108
Properties=species:S:1:pos:R:3:forces:R:3 method="wB97M-V/def2-TZVPD" total_energy_ha=-4576.03446 multiplicity=2 e_homo_ha="-0.578 / -0.586" s_squared=0.9516 total_charge=+3 relative_energy_ev=2.403 max_force_ev_per_a=3.4
Pd 1.633 1.174 -1.503 0.6 3.1 -1.3
N 0.240 2.593 -2.126 -0.9 -0.6 0.1
C -1.141 2.274 -2.577 0.3 0.0 0.0
C -1.108 1.192 -3.636 -0.1 0.1 -0.1
C -0.165 1.498 -4.812 -0.1 -0.1 0.1
C 1.098 0.658 -4.769 0.2 0.1 0.0
N 2.027 1.085 -3.685 -0.2 -0.5 0.1
H 0.254 3.252 -1.351 0.0 0.0 0.0
H 0.727 3.028 -2.902 0.0 0.2 0.1
H -1.615 3.182 -2.956 0.0 0.1 0.0
H -1.711 1.947 -1.709 0.0 0.0 0.1
H -2.123 1.026 -4.000 0.0 0.1 0.0
H -0.786 0.270 -3.158 -0.1 -0.1 0.0
H 0.110 2.560 -4.855 -0.1 0.0 0.0
H -0.675 1.299 -5.753 0.0 0.0 0.0
H 1.627 0.722 -5.721 0.0 0.0 0.0
H 0.844 -0.390 -4.604 0.0 0.0 0.1
H 2.404 2.005 -3.894 0.1 0.0 -0.1
H 2.817 0.452 -3.628 0.1 0.1 -0.1
C 6.343 0.013 -0.949 0.3 0.1 0.0
As 4.559 -0.576 -1.193 -0.3 0.5 -0.1
C 4.008 -1.464 0.388 -0.1 -0.2 0.2
C 4.581 -1.749 -2.687 0.0 -0.1 -0.2
O 3.626 0.837 -1.449 0.6 -1.1 0.3
H 6.923 -0.785 -0.484 0.0 0.0 0.0
H 6.350 0.896 -0.315 0.1 0.0 0.0
H 6.775 0.256 -1.918 0.0 0.0 0.0
H 3.882 -0.702 1.155 0.0 0.0 0.1
H 4.774 -2.175 0.695 0.0 0.0 0.0
H 3.069 -1.979 0.208 0.0 0.0 0.0
H 5.232 -2.593 -2.456 0.0 0.0 0.0
H 4.996 -1.204 -3.534 0.0 0.0 0.0
H 3.577 -2.094 -2.905 0.0 0.0 0.0
C 4.359 2.866 2.284 0.0 0.1 -0.1
N 3.643 3.310 1.088 0.4 -0.2 -0.1
C 4.463 3.501 -0.112 -0.1 0.0 0.2
C 2.305 3.249 0.974 -0.4 0.0 -0.2
O 1.738 2.910 -0.118 0.2 0.1 0.6
N 1.546 3.637 2.017 0.0 0.1 0.2
C 0.093 3.598 1.917 0.1 -0.1 0.1
C 2.059 4.503 3.089 -0.1 0.0 -0.1
H 5.086 2.106 1.991 0.0 0.0 0.0
H 3.671 2.422 2.998 0.0 0.0 0.0
H 4.900 3.678 2.770 0.0 0.0 0.0
H 5.316 4.121 0.159 0.0 0.0 0.0
H 3.886 4.019 -0.872 0.0 0.0 0.0
H 4.807 2.556 -0.522 0.0 0.0 0.0
H -0.209 2.880 1.161 0.0 -0.1 0.0
H -0.297 4.580 1.643 0.0 0.0 0.0
H -0.330 3.318 2.883 0.0 0.0 0.0
H 2.297 3.941 3.991 0.0 0.0 0.0
H 1.291 5.234 3.332 0.0 0.0 0.0
H 2.942 5.037 2.751 0.0 0.0 0.0
C -7.734 1.458 1.693 0.1 -0.1 0.0
C -6.324 1.036 1.402 -0.1 0.1 0.0
C -5.370 0.984 2.425 0.0 0.0 0.1
C -4.046 0.636 2.195 -0.2 0.0 0.0
C -3.058 0.603 3.336 -0.1 0.0 -0.1
C -3.768 0.287 0.868 0.7 -0.1 -0.5
Te -1.742 -0.247 0.403 0.5 -0.3 0.3
N -0.064 -0.256 -0.918 -0.5 0.2 0.1
C 0.498 -1.355 -1.474 -0.3 -0.5 0.2
O 1.703 -1.167 -1.753 -0.5 -0.8 -0.1
C -0.176 -2.624 -1.830 0.0 0.0 -0.1
C -1.560 -2.774 -1.937 0.0 0.0 0.0
C -2.105 -3.974 -2.368 0.0 0.0 0.0
C -1.271 -5.031 -2.710 -0.1 0.0 0.0
C 0.107 -4.889 -2.616 0.0 0.0 0.0
C 0.650 -3.691 -2.184 0.0 -0.1 0.1
C -1.195 -1.675 1.803 -0.2 -0.3 -0.1
C -1.993 -2.820 1.952 -0.1 -0.1 0.1
C -3.232 -3.150 1.149 0.2 0.1 0.0
C -1.577 -3.756 2.897 -0.1 0.0 -0.1
C -0.418 -3.596 3.640 0.1 0.0 0.1
C -0.017 -4.605 4.683 0.0 0.1 -0.1
C 0.358 -2.451 3.424 0.1 -0.1 0.1
C -0.004 -1.476 2.516 0.1 0.2 0.1
C 0.849 -0.239 2.371 0.0 -0.1 -0.1
C -4.644 0.355 -0.224 -0.2 0.1 0.2
C -4.267 -0.012 -1.635 0.0 0.0 0.1
C -5.943 0.704 0.094 -0.1 0.0 0.0
H -7.806 2.006 2.629 0.0 0.0 0.0
H -8.373 0.574 1.774 0.0 0.0 0.0
H -8.136 2.071 0.887 0.0 0.0 0.0
H -5.663 1.239 3.438 0.0 0.0 -0.1
H -3.400 1.244 4.145 0.0 0.0 0.0
H -2.066 0.946 3.038 0.0 0.0 0.0
H -2.960 -0.411 3.727 0.0 0.0 0.0
H -2.232 -1.948 -1.741 0.1 0.0 0.0
H -3.178 -4.079 -2.460 0.0 0.0 0.0
H -1.697 -5.964 -3.057 0.0 0.0 0.0
H 0.757 -5.711 -2.884 0.0 0.0 0.0
H 1.723 -3.581 -2.106 0.0 0.0 0.0
H -3.693 -2.288 0.669 0.0 0.0 0.0
H -3.988 -3.604 1.787 0.0 0.0 0.0
H -2.982 -3.871 0.369 0.0 0.0 0.0
H -2.188 -4.640 3.048 0.1 0.0 0.0
H -0.469 -5.577 4.495 0.0 0.0 0.0
H -0.352 -4.270 5.667 0.0 0.0 0.0
H 1.065 -4.719 4.731 0.0 0.0 0.0
H 1.263 -2.312 4.008 0.0 0.0 0.0
H 1.560 -0.172 3.193 0.0 0.0 0.0
H 0.249 0.673 2.385 -0.1 0.1 0.0
H 1.410 -0.244 1.433 0.0 0.0 0.0
H -3.281 0.370 -1.920 0.0 0.0 0.0
H -4.984 0.398 -2.344 0.0 0.0 0.0
H -4.264 -1.098 -1.763 0.0 0.0 0.0
H -6.686 0.719 -0.697 0.0 0.1 0.1